[1]
78
Properties=species:S:1:pos:R:3:forces:R:3:lowdin_spin:R:1 method="wB97M-V/def2-TZVPD" total_charge=+3 multiplicity=4 max_force_ev_per_a=3.775 e_homo_ev="-14.942 / -14.940" e_above_lowest_kj_mol=89.9 orbital_gap_ev="5.4 / 2.0" lumo_energy_ev="-9.53 / -12.96"
Mo -1.615 -0.273 -0.232 -0.4 0.7 1.6 1.806
C -0.278 2.560 -3.537 -0.3 -0.3 0.1 0.003
C -1.044 1.633 -2.820 0.1 0.3 -0.3 0.013
N -0.791 1.377 -1.543 0.2 -0.1 0.1 0.004
C 0.237 2.065 -0.972 -0.3 -0.1 0.4 0.020
C 1.021 2.915 -1.724 0.1 0.2 -0.3 0.001
N 0.766 3.164 -3.007 0.2 0.0 0.1 0.016
C 0.262 1.989 0.497 0.4 0.2 0.2 0.012
C 1.133 2.610 1.374 -0.3 -0.1 -0.6 0.001
C 0.842 2.561 2.737 0.7 0.3 0.7 0.011
C -0.368 2.023 3.166 -0.4 -0.2 -0.3 0.000
C -1.187 1.411 2.236 0.2 0.0 0.4 0.005
N -0.803 1.326 0.959 -0.5 -0.4 -0.7 -0.005
C -2.532 0.861 2.458 0.2 0.1 -0.1 0.004
C -3.252 0.954 3.635 -0.1 0.0 0.1 0.000
N -4.513 0.545 3.717 0.0 0.0 0.0 0.008
C -5.071 0.046 2.628 0.1 0.0 -0.1 0.000
C -4.356 -0.088 1.437 -0.2 -0.1 0.0 0.012
N -3.096 0.318 1.359 0.3 -0.3 -0.4 0.002
C 1.813 3.078 3.741 -0.1 0.0 -0.1 0.002
C 2.368 4.352 3.619 0.0 0.5 -0.5 0.002
C 3.270 4.788 4.584 -1.1 -1.5 -0.5 0.000
N 3.531 3.932 5.537 2.5 1.2 2.6 0.002
C 3.083 2.722 5.747 -0.8 0.5 -1.6 0.000
C 2.168 2.253 4.811 -0.3 -0.7 0.2 0.002
H -0.532 2.790 -4.563 0.0 0.0 0.0 0.001
H -1.860 1.121 -3.304 -0.1 -0.1 0.0 0.002
H 1.857 3.443 -1.281 0.0 0.0 0.0 0.000
H 2.029 3.099 1.015 0.0 0.1 0.1 0.000
H -0.654 2.069 4.208 0.1 0.0 0.0 0.000
H -2.817 1.370 4.536 0.0 0.0 0.0 0.000
H -6.107 -0.264 2.688 0.0 0.0 0.0 0.000
H -4.805 -0.514 0.549 0.0 0.0 0.0 0.001
H 2.099 5.029 2.818 -0.2 -0.1 -0.2 0.000
H 3.739 5.766 4.596 0.0 -0.1 0.0 0.000
H 3.439 2.157 6.602 -0.1 0.1 -0.1 0.000
H 1.776 1.248 4.913 -0.2 0.0 -0.2 0.000
S -3.213 -0.501 -2.007 -0.1 0.2 -0.1 0.101
C -3.490 -2.062 -1.250 0.0 -0.1 0.1 0.016
C -4.383 -3.056 -1.588 0.0 0.0 0.0 0.006
C -4.396 -4.190 -0.784 0.0 0.0 0.1 0.015
C -3.537 -4.287 0.310 -0.1 0.0 -0.1 0.005
C -2.666 -3.253 0.581 0.1 -0.1 0.1 0.010
N -2.651 -2.164 -0.204 -0.1 0.1 -0.1 -0.003
H -5.043 -2.946 -2.438 0.0 0.0 0.0 0.000
H -5.079 -4.999 -1.008 0.0 0.0 0.0 0.000
H -3.541 -5.162 0.944 0.0 0.0 0.0 0.000
H -1.971 -3.283 1.409 0.0 0.0 0.0 0.000
F -0.875 -1.208 1.476 -0.2 0.0 -0.5 0.043
As 0.748 -1.880 2.457 0.1 0.6 0.8 0.001
F 0.288 -0.725 3.653 0.0 -0.2 -0.2 0.001
F -0.352 -2.986 3.131 -0.1 -0.1 -0.1 0.000
F 2.141 -2.400 3.226 0.0 -0.1 -0.1 0.000
F 0.886 -2.880 1.071 0.0 0.0 -0.4 0.000
F 1.496 -0.575 1.598 0.0 -0.2 -0.2 0.003
Te 0.113 -1.896 -1.936 0.8 0.3 -0.8 0.290
C 2.160 -1.886 -1.481 0.1 0.0 0.0 0.019
C 2.809 -3.104 -1.645 -0.1 -0.1 -0.1 0.009
C 4.176 -3.176 -1.412 0.0 0.0 0.0 0.002
C 4.875 -2.044 -1.022 0.0 0.0 0.0 -0.001
C 4.215 -0.832 -0.858 0.0 0.0 0.0 0.001
C 2.850 -0.748 -1.083 -0.2 0.2 0.1 0.003
C 0.280 -0.973 -3.823 -0.2 -0.8 1.3 0.172
C -0.723 -1.209 -4.765 -0.8 0.1 -1.1 0.064
C -0.612 -0.667 -6.036 -0.7 -0.6 0.6 0.031
C 0.510 0.082 -6.377 0.1 0.1 -0.3 0.177
C 1.526 0.282 -5.448 0.5 0.0 0.9 0.027
C 1.417 -0.250 -4.172 1.2 0.6 -0.8 0.074
H 2.268 -3.991 -1.951 0.0 -0.1 0.0 0.003
H 4.690 -4.118 -1.539 0.0 0.0 0.0 0.000
H 5.940 -2.104 -0.846 0.0 0.0 0.0 0.000
H 4.768 0.048 -0.557 0.0 0.0 0.0 0.000
H 2.333 0.193 -0.945 0.0 0.0 0.1 0.001
H -1.576 -1.831 -4.522 0.0 0.1 0.0 0.002
H -1.383 -0.857 -6.771 0.0 0.0 0.0 -0.001
H 0.607 0.484 -7.378 0.0 0.0 0.0 0.007
H 2.412 0.837 -5.725 0.0 0.0 0.0 -0.001
H 2.230 -0.119 -3.469 0.0 0.0 0.0 0.001

=====

[2]
71
Properties=species:S:1:pos:R:3:forces:R:3:mulliken_charge:R:1 method="wB97M-V/def2-TZVPD" total_charge=+2 max_force_ev_per_a=0.687 e_homo_ev=-12.754 e_above_lowest_kj_mol=264.9 orbital_gap_ev=4.9 lumo_energy_ev=-7.90
Au -0.248 1.306 -1.088 -0.5 -0.2 0.2 1.079
N 3.477 3.133 -1.242 0.2 0.0 0.0 -0.040
C 4.066 1.934 -1.581 0.0 0.0 0.1 -1.079
C 3.051 1.053 -1.776 -0.1 0.1 0.0 0.026
N 1.862 1.711 -1.556 -0.4 -0.3 -0.1 0.012
C 2.153 2.960 -1.236 0.1 0.0 0.0 0.305
C 1.066 3.885 -1.012 0.1 0.1 -0.1 0.351
N -0.164 3.430 -1.135 -0.3 -0.2 -0.1 -0.041
C -1.024 4.483 -0.921 0.1 -0.1 0.1 -0.385
C -0.279 5.591 -0.677 0.0 0.0 0.0 -0.790
N 1.039 5.193 -0.753 0.0 0.2 0.1 -0.084
H 3.977 3.979 -1.025 0.0 0.0 0.0 0.205
H 5.134 1.812 -1.652 -0.1 0.1 0.0 0.419
H 3.093 0.022 -2.080 0.0 0.1 0.0 0.279
H -2.095 4.380 -0.963 0.0 0.0 0.0 0.429
H -0.568 6.609 -0.479 0.1 -0.1 0.0 0.415
H 1.830 5.790 -0.576 0.0 0.0 0.0 0.199
I -2.948 1.132 -0.731 0.6 -0.1 0.0 0.258
C -3.779 -0.709 -1.305 0.1 0.4 -0.1 0.229
C -5.128 -0.592 -1.484 -0.1 0.0 -0.1 -0.756
C -5.901 -1.729 -1.772 0.0 0.0 0.0 -0.904
C -5.279 -2.934 -1.877 0.0 0.0 0.0 -0.906
C -3.876 -3.056 -1.711 0.0 0.0 0.0 0.910
C -3.296 -4.338 -1.837 0.0 -0.1 0.0 -0.760
C -1.956 -4.524 -1.695 0.1 0.0 0.0 -1.278
C -1.142 -3.414 -1.435 -0.1 -0.1 0.0 -0.552
C -1.654 -2.142 -1.283 0.0 0.4 -0.1 1.037
P -0.260 -1.029 -0.916 0.5 0.0 0.1 1.145
C 0.336 -1.427 0.720 0.0 0.1 0.1 1.276
C -0.379 -2.277 1.565 0.0 0.1 -0.1 -0.963
C 0.098 -2.533 2.841 0.0 0.0 0.1 -0.945
C 1.266 -1.930 3.283 0.0 0.0 0.0 -0.619
C 1.970 -1.063 2.452 0.0 0.0 -0.1 -0.853
C 1.506 -0.806 1.177 0.0 -0.2 -0.1 -0.216
C 0.986 -1.423 -2.159 0.0 0.0 -0.1 0.444
C 2.098 -2.210 -1.858 -0.1 0.0 0.0 -0.301
C 3.019 -2.500 -2.857 0.0 0.0 0.0 -0.723
C 2.842 -1.996 -4.138 0.0 0.0 0.0 -0.592
C 1.736 -1.207 -4.439 0.0 0.0 0.0 -0.700
C 0.805 -0.922 -3.454 0.0 -0.1 0.1 -0.609
C -3.059 -1.918 -1.416 -0.1 -0.2 0.0 0.570
H -5.615 0.372 -1.398 0.0 -0.1 0.0 0.415
H -6.971 -1.633 -1.903 0.1 0.0 0.0 0.422
H -5.848 -3.831 -2.092 0.0 0.1 0.0 0.426
H -3.949 -5.176 -2.055 0.0 0.0 0.0 0.442
H -1.511 -5.506 -1.789 0.0 0.0 0.0 0.468
H -0.076 -3.578 -1.346 0.0 -0.1 0.0 0.410
H -1.300 -2.739 1.233 0.0 0.0 0.0 0.433
H -0.451 -3.199 3.494 0.0 0.0 0.0 0.463
H 1.626 -2.124 4.286 0.0 0.0 0.0 0.453
H 2.870 -0.578 2.805 0.0 0.0 0.0 0.464
H 2.043 -0.111 0.542 0.0 0.0 0.0 0.310
H 2.238 -2.600 -0.857 0.0 0.0 0.0 0.358
H 3.877 -3.121 -2.629 0.0 0.0 0.0 0.468
H 3.566 -2.223 -4.911 0.0 0.0 0.0 0.445
H 1.599 -0.820 -5.440 0.0 0.0 0.0 0.490
H -0.067 -0.322 -3.691 0.0 0.0 0.0 0.421
Cl 0.091 1.436 7.837 0.0 0.0 0.0 -0.187
C 0.158 1.635 6.121 0.0 0.0 0.0 0.345
C -0.661 0.864 5.312 -0.1 -0.1 -0.1 -0.821
C -0.595 1.017 3.935 -0.1 -0.1 0.1 -0.168
C 0.290 1.926 3.370 -0.1 0.1 -0.1 0.199
C 1.086 2.712 4.195 0.1 0.0 0.2 -0.342
C 1.025 2.566 5.572 0.1 0.2 -0.1 -0.716
C 0.432 2.052 1.885 0.1 -0.3 -0.3 0.494
O 1.332 2.754 1.401 -0.3 -0.1 0.0 -0.660
O -0.385 1.323 1.182 0.0 0.5 0.4 -0.215
H -1.345 0.155 5.762 0.0 0.0 0.0 0.439
H -1.236 0.425 3.292 0.1 0.0 0.0 0.404
H 1.757 3.433 3.748 0.0 0.0 0.0 0.418
H 1.648 3.168 6.219 0.0 0.0 0.0 0.430

=====

[3]
77
Properties=species:S:1:pos:R:3:forces:R:3:mulliken_charge:R:1 method="wB97M-V/def2-TZVPD" total_charge=0 max_force_ev_per_a=3.463 e_homo_ev=-9.533 smiles="CP(Cl)(CN)(CC(=O)O)C(F)(F)C(F)(F)C(F)(F)F.O=C1c2ccccc2C(=O)c2ccccc21.O=C1c2ccccc2C(=O)c2ccccc21" e_above_lowest_kj_mol=54.0 orbital_gap_ev=8.5 lumo_energy_ev=-1.07
C -0.392 -1.696 8.438 -0.1 0.6 0.4 -1.368
P -1.338 -2.692 7.188 -0.3 1.0 -0.6 1.014
Cl -3.071 -1.348 7.667 -0.8 0.5 0.5 -0.414
C -1.395 -1.984 5.450 -0.5 0.1 -0.6 -1.686
N -2.021 -2.893 4.457 1.4 -1.9 1.4 -0.413
C -2.495 -4.116 7.543 -0.6 -0.4 0.9 -0.992
C -3.993 -3.885 7.232 -1.1 0.3 -0.6 0.371
O -4.445 -3.772 6.124 0.8 -0.2 0.4 -0.527
O -4.890 -3.863 8.269 1.1 -0.5 -0.2 -0.465
C 0.161 -3.831 6.807 0.7 -0.6 -0.3 0.329
F -0.113 -4.706 5.788 -0.3 0.3 0.4 -0.320
F 1.214 -3.081 6.321 -0.4 0.0 0.4 -0.348
C 0.747 -4.689 7.986 1.0 -0.9 -0.4 0.823
F 0.763 -5.994 7.603 -0.1 0.4 0.2 -0.312
F 0.044 -4.651 9.143 -0.2 0.5 -0.4 -0.301
C 2.245 -4.383 8.363 -0.1 -1.2 1.5 0.597
F 2.504 -5.173 9.440 -0.1 0.3 -0.3 -0.273
F 2.444 -3.133 8.780 0.0 0.0 -0.7 -0.215
F 3.101 -4.774 7.430 -0.3 0.8 -0.2 -0.235
H -0.934 -0.753 8.583 0.2 -0.4 -0.2 0.639
H 0.624 -1.422 8.116 -0.2 -0.6 0.0 0.361
H -0.372 -2.166 9.437 0.1 -0.1 -0.6 0.320
H -2.027 -1.089 5.499 0.5 -0.3 0.5 0.865
H -0.415 -1.633 5.082 0.0 -0.5 0.5 0.522
H -2.791 -2.504 3.953 -0.8 -1.0 0.6 0.121
H -2.260 -3.793 4.853 -0.1 0.1 -0.2 0.402
H -2.216 -5.071 7.067 0.2 0.5 0.0 0.471
H -2.428 -4.288 8.637 0.3 0.1 -0.5 0.478
H -4.472 -4.184 9.081 -0.1 0.3 0.0 0.343
O -3.333 2.811 -0.505 0.1 0.0 0.0 -0.671
C -2.324 2.187 -0.245 -0.4 0.2 -0.1 0.685
C -2.297 1.225 0.889 0.1 -0.1 0.1 0.241
C -3.447 1.025 1.642 -0.2 -0.1 0.1 -0.779
C -3.444 0.102 2.677 0.1 0.0 -0.1 -0.670
C -2.292 -0.627 2.963 -0.2 0.2 0.3 1.246
C -1.139 -0.417 2.224 0.0 -0.1 0.2 -0.854
C -1.134 0.512 1.190 -0.1 0.1 0.0 -0.102
C 0.116 0.740 0.417 0.4 -0.2 0.1 0.618
O 1.142 0.159 0.713 -0.1 0.0 0.0 -0.664
C 0.084 1.686 -0.729 -0.1 0.1 0.0 0.130
C 1.234 1.884 -1.485 0.1 0.1 -0.1 -0.596
C 1.207 2.739 -2.575 0.0 0.0 0.0 -0.417
C 0.031 3.399 -2.915 0.0 0.0 0.1 -0.312
C -1.114 3.216 -2.157 0.1 0.1 -0.2 -0.664
C -1.092 2.364 -1.059 0.1 -0.1 0.0 0.192
H -4.346 1.586 1.419 0.1 0.0 -0.1 0.466
H -4.344 -0.055 3.261 0.0 0.0 0.0 0.510
H -2.289 -1.373 3.779 0.2 2.8 -2.0 -0.409
H -0.242 -0.981 2.450 0.0 0.1 -0.1 0.547
H 2.148 1.368 -1.225 -0.1 -0.1 0.1 0.474
H 2.102 2.889 -3.166 0.0 0.0 0.0 0.409
H 0.010 4.059 -3.773 0.0 0.0 0.0 0.365
H -2.027 3.734 -2.423 0.0 -0.1 0.1 0.465
O 1.759 2.323 -6.219 0.0 0.0 0.0 -0.647
C 2.007 2.470 -7.399 -0.1 -0.1 0.4 0.478
C 2.846 1.481 -8.126 0.0 0.0 -0.1 0.123
C 3.331 0.367 -7.450 0.1 -0.2 0.0 -0.506
C 4.081 -0.581 -8.126 0.0 0.0 -0.1 -0.513
C 4.350 -0.422 -9.482 0.0 0.0 0.1 -0.460
C 3.884 0.695 -10.157 0.1 -0.2 -0.1 -0.567
C 3.136 1.652 -9.482 0.0 0.0 0.1 0.212
C 2.656 2.855 -10.213 0.1 0.1 -0.4 0.571
O 2.953 3.032 -11.377 0.0 0.0 0.1 -0.668
C 1.800 3.834 -9.491 0.0 0.0 0.1 0.485
C 1.313 4.946 -10.169 -0.1 0.2 0.0 -0.704
C 0.488 5.847 -9.517 0.0 -0.1 0.1 -0.391
C 0.145 5.642 -8.184 0.0 0.0 0.0 -0.602
C 0.639 4.543 -7.500 -0.1 0.2 0.0 -0.362
C 1.472 3.638 -8.148 0.0 0.0 -0.1 -0.065
H 3.119 0.239 -6.396 -0.1 0.1 0.0 0.492
H 4.454 -1.450 -7.598 0.0 0.0 0.0 0.401
H 4.926 -1.170 -10.012 0.0 0.0 0.0 0.398
H 4.098 0.819 -11.210 -0.1 0.1 0.0 0.467
H 1.575 5.105 -11.207 0.1 -0.1 0.0 0.470
H 0.106 6.710 -10.047 0.0 0.0 0.0 0.393
H -0.508 6.342 -7.678 0.0 0.0 0.0 0.411
H 0.373 4.387 -6.463 0.1 -0.1 0.0 0.588